*1*
Entry from the OMol25 dataset: a 15-piece molecular cluster, C4H28BO22 overall (ωB97M-V/def2-TZVPD).

- total charge = -1
- molecular weight (g mol⁻¹) = 439.058
- E_HOMO (eV) = -8.26
- Kohn-Sham gap (eV) = 10.1

Geometry (Å):
H -1.1786 -3.5742 -0.0493
H 1.2075 1.1044 -3.5033
H -3.3237 -3.2490 0.9312
H -4.1998 -1.9578 4.1072
O 0.3333 0.9597 -3.1235
H -6.0751 0.4877 3.2214
B 0.3372 -0.3479 0.8140
O 1.4202 0.2234 1.6173
O 3.3805 0.2448 -2.4337
O 3.6283 0.3801 1.3092
H 0.4602 0.2517 -2.4836
C -1.9231 -0.2399 1.1274
O -0.5342 -2.8681 -1.8774
H 0.1598 2.9129 0.7411
H 6.6126 -1.7788 1.0733
H 5.0620 -0.1687 2.3466
O -6.1597 0.0384 2.3749
O 6.5807 -1.9137 0.1069
O -3.0747 -0.4738 1.3829
C -1.5438 0.5589 -0.1312
O -4.2275 -2.9329 0.7593
H -1.5526 1.6026 -3.5649
O -2.2455 1.8181 -4.2118
H 3.0102 1.8047 -1.1213
O 0.0542 3.7252 -1.4349
O 5.7314 -0.8652 2.5337
C 2.5422 -0.0900 1.0567
H 4.1856 0.5082 -2.8939
H -3.6474 2.5694 -0.3419
H -2.2530 2.7798 -4.2466
H 0.9264 3.2904 -1.3147
O 0.9734 -1.5118 0.1534
O -1.4371 -3.6327 0.8838
O 3.1516 -1.8683 -0.4871
H -0.6869 -3.2641 1.3616
H 3.3302 3.2395 -1.5561
H 3.4013 -0.7223 -2.4325
O -0.2061 0.5539 -0.2158
C 2.2794 -1.2656 0.0508
H -3.1082 -1.2044 3.3534
H 5.6704 -2.1694 -0.0706
O -3.5776 -1.2280 4.2000
O 2.5938 2.6444 -1.3801
H 5.3445 -1.3857 3.2457
H -4.1277 -2.0123 0.4833
H -0.5161 3.0272 -1.7776
H -0.2669 -3.6973 -2.2915
H -5.2990 -0.3786 2.2436
H -5.0764 2.4489 -0.8480
O -0.8222 -0.7161 1.6435
H 0.2482 -2.5730 -1.3871
O -4.4393 3.0915 -0.5216
O 0.1288 3.3083 1.6228
O -2.3025 1.0556 -0.8982
H 1.0508 3.4596 1.8531

Here are the Mulliken charges for atoms 1 to 8, given in e: 0.408, 0.276, 0.385, 0.301, -0.558, 0.310, 1.304, -0.579

=====

*2*
Entry from the OMol25 dataset: C4H28BO22 as an isolated structure (ωB97M-V/def2-TZVPD).

- total charge = -1
- molecular weight (g mol⁻¹) = 439.058
- E_HOMO (eV) = -8.02
- Kohn-Sham gap (eV) = 9.1

Geometry (Å):
H -32.7716 2.7924 -3.0061
H -28.0546 -1.1189 -3.2074
O -32.3841 3.0624 -5.5572
H -31.7083 6.1088 -4.9236
O -30.6797 1.9652 -10.5226
H -30.6260 -4.5387 -4.9799
O -27.4480 -0.6730 -3.7947
H -27.8878 0.4724 -5.1369
O -31.9096 -4.5452 -1.1930
C -31.7812 1.1500 -6.7149
H -32.0085 -4.3516 -4.4192
O -32.7046 -1.0453 -4.4653
H -31.5499 -0.0363 -8.8340
H -31.9961 -4.2813 -0.2677
O -32.0897 3.2040 -2.4723
H -31.5942 -1.6187 -8.6136
H -32.4805 -3.9776 -1.7559
O -31.8259 1.5019 -7.8482
O -27.9340 1.0246 -5.9195
O -28.9551 -4.6039 -5.0145
O -31.5413 -4.7838 -5.1402
O -32.6353 -2.9137 -3.2665
H -26.9534 -1.3508 -4.2922
O -29.8913 -2.1405 -2.9720
H -30.2411 -4.4183 -1.3978
H -30.2698 3.6806 -7.4933
H -29.6211 -0.6795 -0.4766
O -31.1967 5.5483 -4.3422
H -28.7726 -3.7190 -5.1819
O -30.4301 -0.4516 -4.1711
H -29.7788 1.1449 -2.3440
H -31.5113 4.6357 -4.5052
H -28.6047 -4.7961 -4.1591
O -29.3070 -4.3689 -1.4915
H -28.8305 -0.3209 -6.8401
H -28.5131 1.7138 -5.6218
H -31.6263 2.0316 -10.3323
O -30.8133 4.4693 -7.4279
H -29.9449 -1.2745 -7.0554
B -31.6456 -0.0925 -4.8979
O -28.9817 -1.1558 -7.2787
H -30.1213 1.7901 -9.7627
H -29.2565 -3.5686 -1.9933
O -29.6837 2.0011 -2.7784
O -31.3905 -0.9121 -9.2144
C -32.1438 1.8989 -5.5809
C -30.7774 -1.3858 -3.4565
C -32.1293 -1.8477 -3.6827
H -30.9314 0.0217 -0.6887
O -32.0949 1.2302 -4.5396
H -31.4261 4.4454 -6.7139
O -30.0049 0.1138 -0.8535
H -32.2165 2.8927 -1.5726
H -30.4397 2.5659 -2.4718
O -31.4278 0.0060 -6.3795

Here are the Mulliken charges for atoms 1 to 8, given in e: 0.303, 0.223, -0.737, 0.300, -0.616, 0.403, -0.723, 0.478

=====

Name the most stable of them. *1*.

=====

*1*
Entry from the OMol25 dataset: C6H11N5 as an isolated structure (ωB97M-V/def2-TZVPD).

- total charge = 0
- molecular weight (g mol⁻¹) = 153.189
- E_HOMO (eV) = -8.37
- Kohn-Sham gap (eV) = 9.0

Geometry (Å):
H -3.8328 1.4375 -0.6994
H -0.9889 1.9368 1.6983
N -3.0458 -1.0169 -0.4040
C 0.8789 1.4651 0.2561
C -1.6662 0.4567 0.1226
C 2.3008 -0.4309 -0.2285
N 1.8756 -1.1567 0.8884
H 2.4154 -2.0612 0.9980
C -3.0035 0.3889 -0.4760
H -3.6339 -1.5625 -1.2159
H 4.0807 -1.2479 -0.4382
H 1.2743 0.8671 1.2145
N -0.8520 -0.8754 0.3777
H 1.3738 2.5114 -0.1073
H -1.0723 2.6177 -0.2179
H 1.0289 -1.4474 1.0821
C -1.8644 -1.6425 0.0031
N 1.3784 0.5551 -0.8265
C -0.6526 1.5735 0.5662
N 3.5047 -0.5369 -0.7664
H -1.3994 -2.7403 -0.0751
H 1.9006 0.9088 -1.7517

Here are the Mulliken charges for atoms 1 to 8, given in e: 0.292, 0.205, -0.182, -0.505, 0.094, 0.437, -0.396, 0.280

=====

*2*
Entry from the OMol25 dataset: a 2-piece molecular cluster, C6H11N5 overall (ωB97M-V/def2-TZVPD).

- total charge = 0
- molecular weight (g mol⁻¹) = 153.189
- E_HOMO (eV) = -7.92
- Kohn-Sham gap (eV) = 8.3

Geometry (Å):
H -0.1908 -1.7284 1.6268
N 1.4111 -1.8563 -0.8411
N 3.0648 -0.5467 0.3179
C -0.8567 1.6301 -0.1620
C -0.1697 0.5575 -0.5924
H -0.6158 -0.0936 -1.3488
H -2.4870 3.0512 -0.3677
N 1.1552 0.3337 -0.2202
H 0.4412 -1.9749 -0.5295
H -2.8823 1.3030 -0.1290
H 1.9776 -2.6862 -0.9972
N 1.8314 1.3097 0.4751
C 1.9167 -0.8543 -0.2008
H -2.0179 -1.6014 -0.4965
C -1.1761 -2.0065 0.0093
C 2.9298 0.6908 0.8191
H -1.8195 -1.2345 1.8402
C -2.2788 1.9712 -0.6419
N -1.0950 -1.6969 1.2490
H -2.3544 1.9717 -1.7155
H -0.4215 2.3232 0.4736
H 3.6378 1.1377 1.4316

Here are the Mulliken charges for atoms 1 to 8, given in e: 0.249, -0.374, -0.741, -0.237, -0.467, 0.582, 0.302, 0.611

=====

Name the most stable of them. *2*.

=====

*1*
Entry from the OMol25 dataset: one molecule with the formula C2ClN5 (ωB97M-V/def2-TZVPD).

- total charge = 0
- molecular weight (g mol⁻¹) = 129.510
- E_HOMO (eV) = -11.85
- SMILES = N#CC1(Cl)N=NN=N1
- Kohn-Sham gap (eV) = 9.4

Geometry (Å):
N 1.2380 0.0385 -0.5684
N -0.4040 -0.8129 2.3302
N -1.0651 -0.1923 -0.6373
Cl -0.0469 2.2918 0.1817
N -0.4888 -0.9019 -1.4495
C -0.0960 -0.1945 1.4245
C 0.0484 0.5132 0.1513
N 0.8145 -0.7420 -1.4323

Table of Mulliken atomic charges, one value per atom, all in e: -0.080, -0.313, -0.077, -0.117, -0.076, -0.048, 0.789, -0.078

=====

*2*
Entry from the OMol25 dataset: a 2-piece molecular cluster, C2ClN5 overall (ωB97M-V/def2-TZVPD).

- total charge = 0
- molecular weight (g mol⁻¹) = 129.510
- E_HOMO (eV) = -10.20
- Kohn-Sham gap (eV) = 10.7

Geometry (Å):
N 0.8733 -0.9863 -0.1640
N -1.7351 -0.8360 -0.1031
C 1.7872 -0.3264 0.0373
Cl 3.1406 0.5313 0.2575
N -1.6188 0.3851 -0.1122
N 0.1293 2.0169 0.1516
C -0.6146 1.1389 -0.0527
N -1.9619 -1.9235 -0.0143

Table of Mulliken atomic charges, one value per atom, all in e: -0.402, 0.961, 0.407, -0.053, -0.592, -0.498, 0.571, -0.393

=====

*3*
Entry from the OMol25 dataset: one molecule with the formula C2ClN5 (ωB97M-V/def2-TZVPD).

- total charge = 0
- molecular weight (g mol⁻¹) = 129.510
- E_HOMO (eV) = -11.59
- SMILES = N#Cc1nnnn1Cl
- Kohn-Sham gap (eV) = 9.5

Geometry (Å):
N -1.4340 2.5142 0.0538
N 0.8724 -0.1674 0.0130
N 0.9050 -1.4861 0.0710
N -1.1956 -0.9752 -0.0536
N -0.2610 -1.9541 -0.0056
C -0.9817 1.4554 -0.0540
C -0.5045 0.1583 0.0032
Cl 2.5993 0.4548 -0.0279

Table of Mulliken atomic charges, one value per atom, all in e: -0.348, 0.299, -0.123, -0.213, -0.362, 0.259, 0.419, 0.069

=====

Name the most stable of them. *2*.

=====

*1*
Entry from the OMol25 dataset: a 2-piece molecular cluster, C3H4NO overall (ωB97M-V/def2-TZVPD).

- total charge = +1
- molecular weight (g mol⁻¹) = 70.071
- E_HOMO (alpha / beta) (eV) = -15.49 / -15.52
- Kohn-Sham gap (alpha / beta) (eV) = 7.8 / 7.8

Geometry (Å):
H 0.6299 -1.2888 -0.9079
C 2.4007 0.8469 -0.8452
C -0.0324 -0.4263 -0.6255
N -0.6177 -0.7119 0.5003
H -0.5686 0.2196 -1.3538
C 2.8779 0.9928 -1.9851
H -1.3931 -0.1597 0.8525
O 1.3066 1.0075 -0.3579
H -0.5414 -1.7342 0.8433

Here are the Mulliken charges for atoms 1 to 8, given in e: 0.328, 0.447, -0.134, -0.229, 0.279, -0.037, 0.282, -0.252

=====

*2*
Entry from the OMol25 dataset: an isolated ion of composition C3H4NO and charge +1 (ωB97M-V/def2-TZVPD).

- total charge = +1
- molecular weight (g mol⁻¹) = 70.071
- E_HOMO (alpha / beta) (eV) = -14.66 / -15.09
- Kohn-Sham gap (alpha / beta) (eV) = 8.3 / 8.7

Geometry (Å):
H -2.5204 1.1063 0.1708
C -0.0688 -1.0279 -0.2422
C 1.0832 -0.1120 -0.1340
N 0.8408 1.0685 0.1990
H 2.0494 -0.5747 -0.3372
H 1.5779 1.7521 0.3177
H 0.0187 -2.0727 -0.5032
O -1.1705 -0.5060 0.0262
C -1.8103 0.3664 0.5030

Here are the Mulliken charges for atoms 1 to 8, given in e: 0.366, -0.183, 0.192, -0.517, 0.380, 0.282, 0.402, -0.068

=====

*3*
Entry from the OMol25 dataset: an isolated ion of composition C3H4NO and charge +1 (ωB97M-V/def2-TZVPD).

- total charge = +1
- molecular weight (g mol⁻¹) = 70.071
- E_HOMO (eV) = -14.39
- Kohn-Sham gap (eV) = 8.1

Geometry (Å):
H -2.0750 -1.0377 -1.8626
H 0.6000 1.0194 2.0636
C -1.3686 -0.5081 -1.2679
C 1.1086 0.3493 0.2589
H 1.8967 0.1965 2.0786
C 0.6783 0.1293 -0.8554
N 1.0717 0.3698 1.5362
O -0.1495 -0.6524 -1.4365
H -1.7623 0.1338 -0.5149

Here are the Mulliken charges for atoms 1 to 8, given in e: 0.286, 0.269, 0.042, 0.603, 0.302, -0.317, -0.339, -0.104

=====

Name the most stable of them. *3*.